{"formula": "C4H38N2O13", "method": "ωB97M-V/def2-TZVPD", "elements": ["O", "H", "H", "O", "O", "O", "H", "H", "H", "H", "O", "H", "H", "C", "O", "H", "H", "H", "H", "H", "O", "O", "H", "H", "H", "H", "O", "H", "H", "H", "N", "H", "H", "H", "H", "C", "O", "H", "H", "H", "H", "H", "H", "O", "C", "H", "H", "N", "H", "O", "H", "H", "H", "C", "H", "O", "H"], "coordinates": [[-4.69089, 1.92440, -0.25304], [1.56722, 1.52163, -4.73626], [-2.67167, -3.43491, 1.25628], [2.29930, -0.83544, 2.22490], [-0.46143, -1.25073, -3.89608], [4.41733, 1.37435, 1.85883], [-0.99266, 2.04744, 0.96157], [2.85102, -1.35293, 1.64344], [4.87864, -0.67459, -1.55167], [-5.00712, 1.02776, -0.50430], [-2.78628, -3.77191, 2.24087], [-3.35842, 0.17536, -3.17270], [-0.04860, -1.72361, 4.25938], [-0.26991, 2.61676, -1.43954], [-2.87564, 0.65426, 0.91244], [-0.40347, 3.64113, -0.89741], [1.94559, 2.55135, -1.22335], [0.32283, -1.20468, -2.13039], [3.85472, 0.65655, 2.18825], [1.38445, 0.77786, -3.53450], [3.47984, -3.04362, -0.31601], [-2.65864, -0.06930, 3.64798], [-3.02088, 0.04356, 4.57605], [4.86665, 0.90077, 1.16448], [-2.77237, -1.00566, 3.30189], [2.03931, 0.14162, -1.37687], [0.56506, -2.47418, 4.06344], [2.71278, -2.58104, -0.57863], [-0.07417, -0.97481, -0.61496], [1.11028, 0.65502, 0.92609], [1.13396, 0.57669, -1.55098], [1.36412, -0.85707, 2.04301], [-1.10160, 1.85335, -1.19355], [-0.86167, 0.73931, 2.53620], [-0.79624, -2.09902, -4.17233], [1.06832, 1.80570, 0.59989], [-3.96629, -0.50530, -3.05373], [3.02292, -3.86211, 0.02136], [-4.35153, 2.38427, -1.04019], [-0.98238, 0.12718, -1.79634], [-0.06988, 2.85979, -2.49815], [1.25807, -2.27120, 4.51820], [-2.94044, 0.81128, 1.85275], [1.28803, 0.63836, -4.47990], [0.10456, -0.41090, -1.51519], [-1.11784, -0.30010, 1.33045], [0.22872, -1.02746, -4.50654], [-0.17772, 2.36288, 1.30932], [1.90252, 2.23279, 1.11859], [4.14824, -0.49565, -0.98443], [-3.62211, -1.08698, -2.42649], [-3.82454, 0.76930, 0.62421], [-2.18479, -4.45720, 2.36047], [1.05255, 1.92867, -0.97061], [4.02194, -1.22067, -0.37127], [-0.58982, -0.15057, 2.16980], [-0.20997, 3.34226, 1.07526]], "forces_ev_per_angstrom": [[-1.1, -0.2, -0.5], [0.0, 0.0, -0.9], [-0.2, -1.2, 3.2], [1.4, 0.6, 0.9], [-1.0, -0.6, -0.3], [-0.2, -0.4, 0.4], [-3.3, -1.9, -1.7], [-0.5, -0.5, -0.3], [0.8, -0.5, -0.5], [0.0, 1.2, -0.7], [-1.6, 3.2, -3.4], [1.8, 1.6, -0.3], [0.5, -0.9, -0.6], [0.8, 0.4, 0.8], [-1.2, -0.5, -0.6], [0.0, -2.0, -1.0], [-0.6, -0.8, -0.4], [0.4, -1.0, -1.9], [-0.4, 0.4, 0.3], [-0.3, -0.7, 1.4], [-0.1, -2.3, 1.2], [-1.1, -0.7, 1.2], [0.4, -0.8, -1.8], [0.5, 0.1, -0.7], [0.2, 1.6, 1.1], [-0.1, 0.4, 0.1], [-7.6, -0.9, -3.7], [-1.4, 1.3, -1.0], [-0.1, 0.4, 1.7], [-0.1, 2.9, -1.1], [1.7, 0.6, -1.2], [-0.8, -0.3, -0.3], [1.0, 1.9, -0.8], [0.6, -1.4, -0.9], [-0.2, -0.4, -0.3], [-2.3, -2.3, 1.3], [-2.8, -0.3, -1.1], [1.2, 0.9, -0.2], [-0.2, -0.6, 0.3], [3.0, -1.9, 0.5], [-0.9, -0.4, 0.2], [7.0, 1.8, 4.2], [0.2, -0.1, 0.8], [0.5, 0.8, -0.6], [-3.6, 2.8, 1.2], [0.7, 0.6, 1.6], [0.6, 0.5, -0.6], [4.7, 1.4, 1.0], [0.6, 0.5, -0.2], [-1.1, 1.1, 0.6], [1.1, -1.4, 1.5], [2.1, 0.3, 0.4], [1.8, -1.8, 0.2], [-0.7, -0.2, 1.9], [0.6, -0.3, -0.1], [-0.5, -0.1, -0.8], [0.2, 0.4, 0.4]], "nbo_charge": [-0.94, 0.47, 0.47, -0.98, -0.96, -0.95, 0.35, 0.47, 0.48, 0.48, -0.94, 0.47, 0.48, -0.64, -1.00, 0.21, 0.20, 0.23, 0.48, 0.49, -0.95, -0.99, 0.49, 0.46, 0.51, 0.40, -0.93, 0.47, 0.14, 0.21, -0.70, 0.52, 0.22, 0.51, 0.46, -0.26, -0.94, 0.49, 0.49, 0.17, 0.22, 0.45, 0.49, -0.98, -0.39, 0.49, 0.50, -0.85, 0.22, -0.97, 0.47, 0.48, 0.47, -0.07, 0.48, -1.01, 0.34], "relative_energy_kj_mol": 510.0, "gap_ev": 8.0, "homo_energy_ev": -8.10, "fmax_ev_per_a": 8.515}